Record 1
9
Properties=species:S:1:pos:R:3:mulliken_spin:R:1 method="wB97M-V/def2-TZVPD" homo_ev="-16.6 / -16.5" e_tot_ha=-171.65281 orbital_gap_ha="0.3647 / 0.2609" multiplicity=2 charge=+1 s2=0.7632 lumo_ev="-6.63 / -9.36"
C -0.134 0.965 0.088 0.2824
C -0.845 0.444 -0.955 0.3865
C 0.869 -1.009 0.792 0.2040
N 0.696 0.273 0.957 0.0362
H -0.192 1.997 0.414 0.0059
H -0.749 -0.582 -1.291 0.0302
H -1.571 0.995 -1.537 0.0262
H 1.475 -1.485 1.554 0.0169
H 0.450 -1.596 -0.022 0.0118

Record 2
9
Properties=species:S:1:pos:R:3:mulliken_spin:R:1 method="wB97M-V/def2-TZVPD" homo_ev="-16.0 / -15.8" e_tot_ha=-171.62426 orbital_gap_ha="0.3521 / 0.2568" multiplicity=2 charge=+1 s2=0.7652 lumo_ev="-6.44 / -8.86"
C 0.208 0.406 -0.537 0.2988
C 0.685 -0.202 -1.619 0.3883
C -0.617 0.106 1.683 0.1836
N -0.273 -0.415 0.546 0.0174
H 0.195 1.522 -0.506 0.0172
H 1.550 0.046 -2.234 0.0351
H 0.328 -1.079 -2.191 0.0372
H -0.909 -0.603 2.435 0.0138
H -0.908 1.162 1.511 0.0085